Formula: C37H62BN4O4P2
Source: the Open Molecules 2025 dataset
Level of theory: ωB97M-V with the def2-TZVPD basis set

charge: -1
LUMO energy: 0.0747 Ha
calculated total energy: -2674.550164 Eh
HOMO-LUMO gap: 5.25 eV
F_max: 0.0267 hartree/bohr

Each line ends with the Löwdin charge.
Positions of all 110 atoms, in Å:
C (2.59188, 1.63827, -3.04218)  -0.115
C (1.36335, 1.13432, -3.82744)  -0.238
C (1.46018, -0.34158, -4.22129)  -0.181
C (0.21028, -1.19732, -3.97166)  -0.282
O (0.27215, -1.79061, -2.70007)  -0.370
P (-0.64185, -1.34128, -1.29206)  0.543
C (0.84211, -0.27934, -0.64279)  -0.294
C (0.96207, -0.21949, 0.87869)  -0.265
C (0.94751, 1.21598, 1.43480)  -0.419
C (0.38208, 1.23091, 2.87865)  -0.076
C (2.35565, 1.82556, 1.41582)  -0.083
O (-1.31016, 0.16212, -2.08251)  -0.373
C (-2.09786, 0.95033, -1.26823)  -0.306
C (-2.50017, 2.21580, -2.03957)  -0.182
O (-3.82846, 2.64842, -1.78590)  -0.152
C (-3.96617, 3.41696, -0.60981)  -0.278
C (-4.50975, 2.62611, 0.58387)  -0.075
B (-2.24787, -2.31977, -1.87398)  -0.516
O (-2.79360, -3.27813, -1.01421)  0.033
C (-3.03688, -2.10987, -3.24112)  -0.176
C (-4.52956, -2.49192, -3.12339)  -0.133
P (0.29625, -3.17012, -0.27248)  0.811
C (-0.61429, -3.59755, 1.28960)  -0.358
C (0.07166, -4.64101, -1.37439)  -0.340
H (2.31847, 2.31253, -2.23095)  0.055
H (3.13414, 0.80949, -2.59219)  0.045
H (3.29951, 2.15853, -3.68818)  0.056
H (0.45518, 1.35292, -3.27377)  0.078
H (1.33120, 1.73788, -4.73601)  0.090
H (2.23885, -0.88042, -3.68736)  0.074
H (1.71235, -0.41512, -5.28249)  0.100
H (-0.71327, -0.67292, -4.21483)  0.102
H (0.27335, -2.01265, -4.70620)  0.108
H (-1.37581, -1.02850, -0.04264)  0.013
H (1.73545, -0.66301, -1.12483)  0.040
H (0.70493, 0.73494, -1.01610)  0.064
H (0.15226, -0.76650, 1.36005)  0.056
H (1.92048, -0.65235, 1.17216)  0.104
H (0.28285, 1.83945, 0.83836)  0.104
H (1.00971, 1.81266, 3.55323)  0.057
H (-0.61866, 1.66012, 2.90176)  0.058
H (0.32406, 0.22281, 3.28359)  0.067
H (2.87108, 1.66802, 2.36103)  0.065
H (2.94736, 1.40938, 0.60247)  0.069
H (2.29363, 2.90450, 1.26610)  0.069
H (-1.56036, 1.25324, -0.35595)  0.102
H (-3.02987, 0.44801, -0.96811)  0.110
H (-2.42454, 1.98066, -3.09880)  0.122
H (-1.79888, 3.02971, -1.83119)  0.115
H (-3.00602, 3.85415, -0.32392)  0.105
H (-4.62799, 4.25528, -0.83129)  0.107
H (-4.03717, 2.96165, 1.50199)  0.049
H (-4.30845, 1.56443, 0.47914)  0.065
H (-5.58585, 2.74981, 0.67550)  0.060
H (-2.97710, -2.89018, -0.15419)  0.084
H (-2.58394, -2.80745, -3.95552)  0.102
H (-2.94683, -1.09390, -3.60931)  0.079
H (-5.06888, -2.18971, -4.02026)  0.057
H (-4.96490, -1.96790, -2.27345)  0.063
H (-4.64123, -3.55736, -2.95266)  0.061
H (-1.37144, -4.35929, 1.08093)  0.012
H (0.07439, -4.02436, 2.01386)  0.004
H (-1.11908, -2.72351, 1.68943)  0.003
H (0.85575, -5.36209, -1.15809)  0.004
H (0.10785, -4.33296, -2.41436)  0.020
H (-0.88743, -5.12299, -1.17111)  0.014
N (-5.43451, 2.27745, 3.82107)  0.073
C (-4.46567, 2.34784, 4.73153)  -0.144
C (-4.67368, 2.16225, 6.09075)  -0.080
C (-5.96022, 1.89273, 6.52534)  -0.103
C (-6.97884, 1.80416, 5.59040)  -0.086
C (-6.66278, 2.00548, 4.25488)  -0.155
H (-3.47494, 2.56676, 4.34737)  0.105
H (-3.85022, 2.23568, 6.78695)  0.106
H (-6.16560, 1.74770, 7.57818)  0.109
H (-7.99634, 1.58944, 5.88763)  0.101
H (-7.42897, 1.94666, 3.48867)  0.105
N (4.41836, -1.85964, -2.85144)  0.066
C (5.65661, -2.07398, -3.29082)  -0.159
C (6.56370, -2.91534, -2.66384)  -0.089
C (6.15606, -3.57301, -1.51337)  -0.092
C (4.86916, -3.36550, -1.04479)  -0.067
C (4.03876, -2.50226, -1.74685)  -0.131
H (5.93238, -1.53914, -4.19485)  0.098
H (7.55853, -3.05864, -3.06188)  0.063
H (6.83431, -4.24037, -0.99494)  0.096
H (4.50545, -3.86164, -0.15519)  0.098
H (3.01880, -2.32570, -1.41661)  0.065
N (-5.68340, 5.60882, 7.35934)  0.063
C (-5.76708, 6.89100, 7.70774)  -0.163
C (-6.36658, 7.86390, 6.92309)  -0.082
C (-6.90940, 7.48529, 5.70516)  -0.085
C (-6.83039, 6.15580, 5.32717)  -0.059
C (-6.21041, 5.25979, 6.18682)  -0.137
H (-5.32801, 7.14762, 8.66613)  0.099
H (-6.40499, 8.89123, 7.25903)  0.097
H (-7.38424, 8.21524, 5.06187)  0.103
H (-7.23682, 5.81416, 4.38501)  0.104
H (-6.12659, 4.21386, 5.93102)  0.058
N (9.69761, -4.39265, -3.11982)  0.058
C (10.64003, -3.46445, -2.97674)  -0.149
C (11.99763, -3.72464, -3.08878)  -0.075
C (12.39815, -5.02218, -3.36194)  -0.086
C (11.42876, -6.00041, -3.51218)  -0.076
C (10.09749, -5.63400, -3.38298)  -0.147
H (10.28367, -2.46260, -2.76060)  0.106
H (12.71938, -2.92914, -2.96431)  0.099
H (13.44842, -5.26711, -3.45626)  0.102
H (11.69574, -7.02636, -3.72538)  0.099
H (9.30697, -6.36790, -3.49589)  0.106

---

Formula: C37H62F21N5O24S7
Source: the Open Molecules 2025 dataset
Level of theory: ωB97M-V with the def2-TZVPD basis set

charge: -3
LUMO energy (alpha / beta): 0.1130 / 0.1130 Ha
calculated total energy: -8410.915199 Eh
HOMO-LUMO gap (alpha / beta): 3.39 / 5.39 eV
2S+1: 2
<S²>: 0.772
F_max: 0.1164 hartree/bohr

Each line ends with the Löwdin charge.
Positions of all 156 atoms, in Å:
C (7.18599, 0.37189, -1.81305)  -0.050
C (6.84697, -0.90562, -1.00602)  -0.107
N (6.90039, -2.21934, -1.93317)  -0.225
C (6.47984, -3.31926, -0.94761)  -0.002
C (5.94861, -2.17356, -3.19467)  -0.109
C (4.45449, -1.91591, -2.77533)  -0.020
C (8.41386, -2.47879, -2.53384)  -0.016
C (9.63435, -2.51539, -1.55542)  -0.170
O (10.42566, -1.31505, -1.32677)  -0.166
C (11.09308, -0.95281, -2.50043)  -0.141
H (8.16494, 0.39201, -2.29200)  0.067
H (6.96657, 1.27366, -1.24143)  0.080
H (6.44172, 0.50341, -2.59846)  0.077
H (5.83740, -0.84272, -0.59993)  0.123
H (7.55962, -1.04006, -0.19230)  0.114
H (7.25496, -3.37468, -0.18327)  0.085
H (6.46600, -4.22327, -1.55645)  0.103
H (5.50759, -3.20971, -0.46715)  0.102
H (6.04623, -3.17067, -3.62403)  0.120
H (6.29450, -1.36811, -3.84251)  0.118
H (3.82370, -2.01516, -3.65872)  0.078
H (4.34422, -0.93583, -2.31125)  0.079
H (4.10168, -2.65649, -2.05757)  0.064
H (8.35673, -1.62252, -3.20587)  0.105
H (8.22587, -3.40618, -3.07487)  0.121
H (10.24895, -3.37435, -1.82476)  0.120
H (9.35766, -2.82368, -0.54721)  0.113
H (11.32923, 0.11060, -2.53884)  0.097
H (10.75249, -1.24447, -3.49393)  0.086
H (11.99397, -1.56639, -2.50492)  0.084
C (-0.11288, 0.11297, -0.07032)  0.040
N (-0.01482, 0.08176, -1.63259)  -0.278
C (-0.49115, 1.47151, -2.05915)  0.033
C (1.43303, -0.12584, -2.04543)  0.002
C (-0.90272, -1.02917, -2.23138)  -0.066
C (-2.30630, -1.11741, -1.71008)  -0.197
O (-3.02617, 0.02848, -2.19480)  -0.094
H (-1.06108, 0.48221, 0.32046)  0.100
H (0.67349, 0.75657, 0.32401)  0.072
H (0.06301, -0.94120, 0.14385)  0.093
H (-1.41635, 1.60612, -1.49880)  0.089
H (-0.68173, 1.52047, -3.13124)  0.118
H (0.14665, 2.27248, -1.68533)  0.077
H (1.69058, -1.04342, -1.51646)  0.074
H (2.09628, 0.67728, -1.72418)  0.070
H (1.43005, -0.22750, -3.13067)  0.084
H (-0.35243, -1.93659, -1.98263)  0.116
H (-0.85518, -0.82348, -3.30073)  0.135
H (-2.45808, -1.17027, -0.63199)  0.102
H (-2.73793, -2.03069, -2.11960)  0.127
H (-3.60577, -0.25003, -2.90763)  0.003
C (0.17167, -2.07856, 3.24041)  0.007
N (-0.52556, -2.62974, 4.45785)  -0.273
C (-0.47472, -4.19740, 4.41882)  0.008
C (0.30566, -2.23286, 5.71595)  0.019
C (-2.04364, -2.14683, 4.45942)  -0.038
C (-3.08385, -3.12177, 5.11066)  -0.190
O (-2.47054, -3.44649, 6.40052)  -0.110
H (-0.06208, -1.01399, 3.22783)  0.078
H (-0.32318, -2.66602, 2.46702)  0.093
H (1.23819, -2.29202, 3.31154)  0.109
H (-1.14443, -4.60277, 3.66035)  0.101
H (-0.82594, -4.57996, 5.37714)  0.083
H (0.56809, -4.39503, 4.17063)  0.088
H (-0.17760, -2.43989, 6.67078)  0.088
H (0.63413, -1.19643, 5.63841)  0.094
H (1.20517, -2.84442, 5.64546)  0.086
H (-2.41610, -2.09099, 3.43655)  0.102
H (-2.04393, -1.09874, 4.75879)  0.122
H (-3.30160, -3.96347, 4.45323)  0.110
H (-4.09567, -2.75710, 5.28773)  0.102
H (-3.10282, -4.09663, 6.71537)  0.079
C (-1.92766, 6.90472, 6.09742)  -0.059
N (-2.57153, 6.11057, 5.09159)  -0.164
C (-2.73012, 4.80219, 5.20802)  -0.080
C (-3.12976, 4.07118, 4.08464)  -0.018
C (-3.43477, 4.67255, 2.88232)  -0.217
C (-3.31542, 6.03504, 2.85122)  -0.030
C (-2.98024, 6.82733, 3.97038)  -0.049
C (-4.13351, 3.97981, 1.75778)  -0.122
C (-5.38367, 4.44975, 1.26747)  0.044
C (-6.20210, 3.58699, 0.47977)  -0.017
N (-5.76878, 2.36017, 0.21837)  -0.045
C (-4.53877, 1.92035, 0.53846)  0.007
C (-3.72627, 2.67919, 1.41639)  0.047
C (-6.53213, 1.53483, -0.83020)  0.037
H (-0.91155, 6.60686, 6.35606)  0.091
H (-2.53992, 6.96008, 6.99752)  0.081
H (-1.80215, 7.94091, 5.78330)  0.075
H (-2.36206, 4.30147, 6.09133)  0.120
H (-3.09189, 2.99236, 4.11796)  0.109
H (-3.60204, 6.44849, 1.89556)  0.115
H (-2.82224, 7.88660, 3.83111)  0.094
H (-5.65398, 5.46047, 1.53536)  0.105
H (-7.19325, 3.82809, 0.12493)  0.131
H (-4.23530, 0.94759, 0.18064)  0.121
H (-2.88101, 2.16132, 1.84503)  0.107
H (-7.00668, 0.59744, -0.54000)  0.084
H (-5.86472, 1.32160, -1.66519)  0.075
H (-7.37953, 2.14286, -1.14695)  0.081
C (-5.76816, -0.32044, 3.63034)  -0.549
F (-4.98518, -0.67030, 4.62571)  0.116
F (-7.13425, -0.52853, 3.90739)  0.061
F (-5.51813, 0.99078, 3.27800)  0.090
S (-5.20651, -1.51400, 2.20182)  0.600
O (-6.18998, -1.37772, 1.05556)  -0.369
O (-3.84256, -1.08761, 1.67731)  -0.381
O (-5.10974, -2.89283, 2.81249)  -0.377
C (2.39110, -2.49321, -6.97033)  -0.585
F (3.48153, -1.80884, -6.54736)  0.057
F (2.13428, -1.89067, -8.14114)  0.110
F (2.83744, -3.81096, -7.08368)  0.061
S (1.06627, -2.23506, -5.65414)  0.476
O (0.91045, -0.78488, -5.29978)  -0.352
O (-0.15920, -2.82665, -6.08522)  -0.310
O (1.54504, -3.01155, -4.49841)  -0.367
C (1.55341, -4.54077, -0.91363)  -0.622
F (2.65172, -5.14264, -0.50658)  0.119
F (1.68242, -3.22274, -0.92180)  0.090
F (1.26841, -4.84768, -2.23229)  0.080
S (0.00608, -5.01526, 0.20678)  0.449
O (-0.99570, -3.97612, -0.05185)  -0.333
O (-0.35016, -6.27871, -0.30931)  -0.313
O (0.48329, -4.99691, 1.58904)  -0.377
C (2.28350, 3.82286, -0.82724)  -0.644
F (1.97910, 2.76629, -0.07533)  0.112
F (1.28822, 4.35151, -1.52198)  0.135
F (2.66794, 4.78947, 0.01448)  0.109
S (3.68995, 3.39721, -2.14778)  0.497
O (3.93192, 4.67372, -2.89082)  -0.380
O (4.88074, 2.88261, -1.45387)  -0.391
O (3.00628, 2.44161, -2.99220)  -0.351
C (1.77631, 1.75653, 3.40579)  -0.717
F (2.23242, 1.34478, 4.59366)  0.096
F (2.52157, 2.58370, 2.89673)  0.241
F (1.76928, 0.67424, 2.53088)  0.058
S (-0.02975, 2.37079, 3.72703)  0.471
O (0.02908, 3.39623, 4.82477)  -0.364
O (-0.37189, 2.86313, 2.42586)  -0.316
O (-0.72762, 1.15449, 4.05631)  -0.350
C (-6.37735, -2.82430, -2.92726)  -0.540
F (-7.56563, -2.52911, -2.34992)  0.097
F (-5.30980, -2.95200, -2.05496)  0.089
F (-6.53948, -3.85286, -3.79050)  0.093
S (-5.95173, -1.25881, -4.06148)  0.578
O (-4.47902, -1.11050, -4.09895)  -0.357
O (-6.61145, -1.56044, -5.35243)  -0.371
O (-6.50914, 0.00545, -3.47329)  -0.370
C (-4.17976, 2.98723, -4.50742)  -0.609
F (-2.78967, 3.18211, -4.50211)  0.055
F (-4.69544, 3.19513, -5.73471)  0.098
F (-4.44689, 1.78694, -4.21666)  0.183
S (-4.99551, 4.31571, -3.22985)  0.485
O (-4.16596, 4.16890, -2.03951)  -0.367
O (-4.90613, 5.60980, -3.84289)  -0.361
O (-6.43393, 3.91535, -3.03150)  -0.395